No. 1
{"formula": "C41H72BN10O4SiSr", "method": "ωB97M-V with the def2-TZVPD basis set", "species": ["Sr", "C", "C", "C", "C", "C", "C", "C", "C", "C", "N", "N", "B", "N", "N", "C", "C", "C", "C", "C", "C", "C", "C", "C", "N", "N", "C", "C", "C", "C", "C", "C", "C", "C", "C", "H", "H", "H", "H", "H", "H", "H", "H", "H", "H", "H", "H", "H", "H", "H", "H", "H", "H", "H", "H", "H", "H", "H", "H", "H", "H", "H", "H", "H", "H", "H", "H", "H", "H", "H", "H", "H", "H", "H", "H", "H", "H", "H", "H", "H", "H", "C", "N", "C", "C", "N", "H", "H", "H", "H", "H", "H", "C", "Si", "C", "C", "O", "H", "H", "H", "H", "H", "H", "H", "H", "H", "C", "C", "C", "C", "C", "C", "O", "N", "C", "O", "N", "C", "O", "H", "H", "H", "H", "H", "H", "H", "H", "H", "H", "H"], "xyz": [[0.91339, 0.58312, 0.09794], [0.18989, 2.90243, -2.58025], [-0.84482, 3.76574, -1.87094], [-1.86032, 4.33276, -2.86715], [-1.56121, 3.02429, -0.77849], [-2.44378, 3.55361, 0.17446], [-2.86291, 2.47261, 0.92129], [-3.82586, 2.50788, 2.07767], [-3.36332, 1.71045, 3.29770], [-5.25009, 2.12602, 1.65864], [-2.25875, 1.37258, 0.41923], [-1.45145, 1.71466, -0.62545], [-2.56002, -0.12082, 0.68834], [-2.30753, -0.90146, -0.61379], [-1.06018, -1.32923, -0.93487], [-1.15742, -1.89344, -2.13232], [-2.47957, -1.82445, -2.60399], [-3.17684, -1.16608, -1.60836], [-4.61074, -0.72425, -1.58055], [-4.72207, 0.75359, -1.97371], [-5.47462, -1.59326, -2.49005], [0.02953, -2.49519, -2.82244], [-0.24602, -3.94343, -3.22670], [0.43896, -1.65538, -4.03337], [-1.68321, -0.70332, 1.82691], [-0.60564, -0.02414, 2.30115], [-0.14601, -0.70645, 3.34138], [-0.92713, -1.85235, 3.54457], [-1.90190, -1.81492, 2.56621], [-2.96619, -2.86387, 2.36714], [-2.75978, -3.70602, 1.10610], [-4.41089, -2.36375, 2.46829], [1.02260, -0.23372, 4.16657], [1.88314, 0.78662, 3.43186], [1.86594, -1.41693, 4.64052], [0.62962, 3.45067, -3.41843], [-0.26190, 1.98637, -2.96845], [0.99997, 2.64473, -1.89827], [-0.31919, 4.60413, -1.40161], [-2.39483, 3.51863, -3.36315], [-1.35955, 4.93150, -3.63209], [-2.59888, 4.96147, -2.36732], [-2.71669, 4.58565, 0.32759], [-3.85135, 3.56237, 2.37071], [-3.44406, 0.63668, 3.12834], [-3.98370, 1.96435, 4.16089], [-2.32142, 1.92633, 3.53638], [-5.29980, 1.08112, 1.35008], [-5.58752, 2.74340, 0.82431], [-5.94036, 2.26609, 2.49452], [-3.71142, -0.22181, 0.99668], [-2.86919, -2.20440, -3.53402], [-4.97616, -0.82571, -0.55560], [-4.35666, 0.89774, -2.99335], [-4.12876, 1.38723, -1.31330], [-5.76298, 1.08481, -1.92929], [-5.16597, -1.49135, -3.53303], [-6.52114, -1.28895, -2.42397], [-5.40167, -2.64740, -2.21790], [0.84732, -2.48162, -2.10257], [-1.05246, -3.99547, -3.96306], [-0.54145, -4.54206, -2.36333], [0.64457, -4.39412, -3.67139], [-0.38354, -1.59743, -4.75211], [1.31068, -2.08529, -4.52930], [0.70311, -0.64114, -3.73007], [-0.81278, -2.61643, 4.29636], [-2.80901, -3.53497, 3.21805], [-2.89107, -3.11440, 0.19992], [-3.48244, -4.52633, 1.08668], [-1.75608, -4.13079, 1.08576], [-4.75444, -1.93402, 1.52765], [-4.52198, -1.60534, 3.24480], [-5.06882, -3.20177, 2.71101], [0.60284, 0.26091, 5.05236], [2.41030, 0.30451, 2.60556], [2.63856, 1.20244, 4.10254], [1.29174, 1.61014, 3.03148], [2.25426, -1.95718, 3.77425], [1.28523, -2.11378, 5.24727], [2.70888, -1.06754, 5.24116], [4.70562, 1.37747, -4.28949], [4.34205, 2.31471, -3.23837], [4.44401, 3.73751, -3.50779], [3.71505, 1.89217, -2.15845], [3.15688, 1.52408, -1.21658], [4.13190, 1.59267, -5.19603], [4.47951, 0.36462, -3.96362], [5.77012, 1.47015, -4.51826], [3.85260, 4.00094, -4.38987], [5.48571, 4.01227, -3.69062], [4.07270, 4.30028, -2.65463], [2.84495, 4.23314, 2.70938], [1.72799, 4.22729, 1.18049], [0.33613, 5.44606, 1.57209], [2.75420, 5.03538, -0.19747], [1.21885, 2.78320, 0.76506], [3.24997, 5.23334, 2.89397], [3.68438, 3.54449, 2.58123], [2.29625, 3.92418, 3.60303], [0.73079, 6.39639, 1.94534], [-0.32986, 5.02886, 2.33231], [-0.27219, 5.65661, 0.68848], [3.01857, 6.07281, 0.02835], [2.19381, 5.02262, -1.13836], [3.67924, 4.46978, -0.34538], [1.08690, -4.57467, 0.29569], [2.31463, -4.35091, 1.17226], [3.31775, -3.38531, 0.52827], [4.48042, -3.02789, 1.49367], [5.22545, -4.21128, 2.09768], [3.91804, -4.01794, -0.70946], [4.32256, -5.16571, -0.74724], [4.02655, -3.19228, -1.79087], [3.40676, -1.93254, -1.95789], [3.57133, -1.38693, -3.04215], [2.66802, -1.43062, -0.94846], [2.60971, -2.06091, 0.23117], [1.96901, -1.55712, 1.16778], [0.41698, -5.31003, 0.74456], [1.37350, -4.95422, -0.68901], [0.52206, -3.64865, 0.15936], [2.81998, -5.29980, 1.35243], [2.01441, -3.92804, 2.13299], [4.03876, -2.42020, 2.28567], [5.18272, -2.38052, 0.95830], [4.57385, -4.80420, 2.74027], [6.05181, -3.84873, 2.71192], [5.62799, -4.87049, 1.32963], [4.46658, -3.56793, -2.61767]], "spin_multiplicity": 1, "e_above_lowest_kj_mol": 2.6, "total_charge": -1, "fmax_ev_per_a": 0.2, "gap_ev": 8.29, "lumo_ev": 2.4561, "homo_energy_ha": -0.214}

No. 2
{"formula": "C41H73NOS", "method": "ωB97M-V with the def2-TZVPD basis set", "species": ["C", "C", "C", "C", "C", "C", "C", "O", "C", "C", "C", "C", "S", "C", "C", "C", "C", "C", "C", "N", "H", "H", "H", "H", "H", "H", "H", "H", "H", "H", "H", "H", "H", "H", "H", "H", "H", "C", "C", "C", "C", "C", "C", "H", "H", "H", "H", "H", "H", "H", "H", "H", "H", "H", "H", "H", "H", "C", "C", "C", "C", "C", "C", "H", "H", "H", "H", "H", "H", "H", "H", "H", "H", "H", "H", "H", "H", "C", "C", "C", "C", "C", "C", "H", "H", "H", "H", "H", "H", "H", "H", "H", "H", "H", "H", "H", "H", "C", "C", "C", "C", "C", "C", "H", "H", "H", "H", "H", "H", "H", "H", "H", "H", "H", "H", "H", "H"], "xyz": [[0.17036, 4.78979, -0.40060], [-1.06403, 4.38621, 0.38204], [-1.16565, 2.94322, 1.17475], [-1.78453, 2.95978, 2.72197], [-2.27735, 4.32259, 3.49863], [-3.88394, 4.27073, 3.91945], [-4.15110, 5.34548, 5.12823], [-3.34560, 6.58888, 4.98253], [-1.88106, 1.50827, 3.54043], [-1.36812, 0.07016, 2.87662], [-0.72396, 0.06524, 1.35903], [-0.66398, 1.51940, 0.53462], [0.05204, 1.37889, -1.23157], [1.48308, 0.13771, -0.97936], [2.91407, 0.29590, -1.76484], [4.15743, -0.75205, -1.51461], [3.87099, -1.97312, -0.40898], [2.39724, -2.15057, 0.36173], [1.12954, -1.09207, 0.09764], [-0.21709, -1.23308, 0.77159], [0.16371, 4.52137, -1.56245], [1.11961, 5.29495, 0.10244], [-1.95115, 5.14537, 0.45908], [-1.99019, 5.30238, 2.91582], [-1.68483, 4.34657, 4.53511], [-4.49509, 4.58457, 2.97157], [-4.11388, 3.15533, 4.18810], [-5.28752, 5.68536, 5.18709], [-3.90672, 4.88293, 6.19836], [-3.57364, 6.99033, 4.07312], [-2.31286, 1.42225, 4.64307], [-1.44376, -0.95862, 3.44237], [3.06927, 1.18287, -2.54192], [5.17570, -0.59770, -2.06997], [4.78944, -2.69455, -0.21505], [2.27067, -3.04338, 1.13612], [-0.23850, -1.98624, 1.49324], [2.90158, 1.05708, -5.94318], [4.38955, 1.16848, -6.23748], [5.12564, 2.10810, -5.28058], [4.67218, 3.57228, -5.32135], [4.76594, 4.25050, -6.68985], [6.18774, 4.33334, -7.22202], [2.39336, 2.01853, -6.06018], [2.43287, 0.34820, -6.63429], [2.73189, 0.69691, -4.92325], [4.53626, 1.48391, -7.27595], [4.83553, 0.16940, -6.15471], [6.20084, 2.05425, -5.49467], [5.00601, 1.73726, -4.25541], [5.27545, 4.14031, -4.60091], [3.63712, 3.64226, -4.96408], [4.36736, 5.26821, -6.60029], [4.13000, 3.73454, -7.41742], [6.83157, 4.88535, -6.53015], [6.19907, 4.85646, -8.18379], [6.61965, 3.34206, -7.37956], [3.56477, 3.24667, -10.09909], [2.21943, 3.73759, -9.58711], [1.05371, 2.83156, -9.98785], [0.80658, 2.70967, -11.49621], [0.55027, 4.02891, -12.22798], [-0.70082, 4.74750, -11.74842], [3.59828, 3.22640, -11.19218], [4.36425, 3.91187, -9.75531], [3.77966, 2.23971, -9.72676], [2.04675, 4.76267, -9.93180], [2.26136, 3.78553, -8.49173], [0.14175, 3.19677, -9.49822], [1.22833, 1.82713, -9.58357], [-0.05242, 2.04380, -11.65223], [1.66201, 2.20752, -11.96523], [0.44145, 3.81608, -13.29825], [1.41574, 4.69375, -12.13350], [-1.58604, 4.11659, -11.87599], [-0.85320, 5.66390, -12.32790], [-0.62701, 5.03036, -10.69555], [-3.15847, -5.71025, 5.13122], [-1.84723, -6.36504, 4.72510], [-0.71486, -5.36104, 4.50123], [-0.94504, -4.35539, 3.36687], [-1.20660, -4.96836, 1.98940], [-0.03862, -5.78948, 1.46676], [-3.53575, -5.04305, 4.35092], [-3.92176, -6.47509, 5.31083], [-3.03632, -5.13194, 6.05285], [-2.00323, -6.97577, 3.82950], [-1.54460, -7.05829, 5.51992], [0.21319, -5.91596, 4.31258], [-0.54569, -4.80248, 5.42978], [-0.06632, -3.70006, 3.30340], [-1.78669, -3.70109, 3.62647], [-1.40621, -4.15566, 1.28067], [-2.11081, -5.58636, 2.01061], [0.86647, -5.17829, 1.39467], [-0.26688, -6.17367, 0.46722], [0.17379, -6.64681, 2.11010], [-5.44120, -3.29947, 11.14866], [-4.97101, -4.74298, 11.23944], [-3.51187, -4.87622, 11.67939], [-2.48132, -4.25416, 10.72960], [-2.50991, -4.78178, 9.29351], [-2.19357, -6.26551, 9.19327], [-4.87766, -2.73726, 10.39851], [-6.49829, -3.26476, 10.86376], [-5.33464, -2.79341, 12.11371], [-5.13067, -5.24274, 10.27810], [-5.60240, -5.26864, 11.96673], [-3.28332, -5.94091, 11.81724], [-3.39451, -4.41491, 12.66744], [-1.48060, -4.42058, 11.14970], [-2.61803, -3.16572, 10.70741], [-1.76895, -4.22684, 8.70560], [-3.48224, -4.58059, 8.83082], [-1.20500, -6.48251, 9.60989], [-2.19418, -6.57981, 8.14446], [-2.93206, -6.87369, 9.72125]], "spin_multiplicity": 1, "total_charge": 0, "fmax_ev_per_a": 5.5, "gap_ev": 5.77, "lumo_ev": -1.3434, "homo_energy_ha": -0.262}

No. 3
{"formula": "C41H75F8N3O22S7", "method": "ωB97M-V with the def2-TZVPD basis set", "species": ["O", "S", "O", "O", "C", "C", "C", "H", "H", "H", "H", "H", "H", "H", "H", "O", "S", "O", "O", "C", "C", "C", "H", "H", "H", "H", "H", "H", "H", "H", "O", "S", "O", "O", "C", "C", "C", "H", "H", "H", "H", "H", "H", "H", "H", "O", "S", "O", "O", "C", "C", "C", "H", "H", "H", "H", "H", "H", "H", "H", "O", "S", "O", "O", "C", "C", "C", "H", "H", "H", "H", "H", "H", "H", "H", "O", "S", "O", "O", "C", "C", "C", "H", "H", "H", "H", "H", "H", "H", "H", "O", "S", "O", "O", "C", "C", "C", "H", "H", "H", "H", "H", "H", "H", "H", "N", "C", "C", "C", "C", "C", "H", "H", "H", "H", "H", "N", "C", "C", "C", "C", "C", "H", "H", "H", "H", "H", "N", "C", "C", "C", "C", "C", "H", "H", "H", "H", "H", "C", "C", "C", "F", "F", "F", "F", "O", "C", "C", "F", "F", "F", "F", "H", "H", "H", "H"], "xyz": [[0.15093, 3.87325, 5.55568], [-1.08364, 4.53255, 5.05515], [-1.06910, 5.76478, 4.24116], [-1.90841, 3.37414, 4.21169], [-1.90662, 2.03084, 4.67143], [-1.89602, 1.13339, 3.40370], [-2.29798, 4.63369, 6.43261], [-2.74640, 1.97426, 5.36401], [-1.04044, 1.75318, 5.27204], [-0.93543, 1.35105, 2.93680], [-2.77460, 1.33845, 2.79203], [-1.75868, 0.06978, 3.59860], [-1.81157, 5.37414, 7.06762], [-2.34431, 3.70862, 7.00724], [-3.21916, 5.08879, 6.06873], [-6.50229, -1.58027, -0.15943], [-5.88370, -2.41758, 0.84775], [-4.98443, -1.89547, 1.88033], [-7.18873, -3.12109, 1.63730], [-8.31931, -3.55512, 0.86759], [-8.90707, -4.85795, 1.46266], [-5.05337, -3.94906, 0.10584], [-7.98809, -3.59306, -0.17018], [-9.04909, -2.74550, 0.86220], [-8.12721, -5.61096, 1.57620], [-9.74292, -5.19581, 0.85005], [-9.34546, -4.66810, 2.44239], [-4.46399, -4.38235, 0.91391], [-4.47720, -3.71183, -0.78850], [-5.85714, -4.63507, -0.16146], [-4.65555, 4.02314, -2.94770], [-3.92699, 2.94686, -2.21698], [-2.89246, 2.13548, -2.89852], [-3.15731, 3.64115, -0.86801], [-2.10382, 2.88698, -0.30165], [-1.57216, 3.66421, 0.91197], [-5.14368, 1.92551, -1.30277], [-1.37320, 2.80675, -1.10655], [-2.43531, 1.88151, -0.04235], [-2.24016, 3.66027, 1.77328], [-1.42033, 4.69537, 0.59301], [-0.62012, 3.28120, 1.27942], [-5.66777, 1.37063, -2.08093], [-5.84439, 2.59341, -0.80176], [-4.69150, 1.18760, -0.64011], [6.72005, 1.12389, 1.15775], [5.78245, 0.79982, 0.05242], [4.61915, -0.01539, 0.31862], [5.38803, 2.24257, -0.65283], [6.44750, 3.20755, -0.81238], [5.89940, 4.17631, -1.88625], [6.69322, -0.00575, -1.32876], [7.40743, 2.73929, -1.03004], [6.73175, 3.68598, 0.12485], [5.63654, 3.58668, -2.76451], [6.60934, 4.91612, -2.25607], [4.96974, 4.69665, -1.65587], [7.22876, -0.85719, -0.90883], [7.30043, 0.75379, -1.82118], [5.86881, -0.44046, -1.89398], [0.91337, -0.50860, 4.95052], [2.20683, -0.25892, 5.63172], [2.93617, -1.34531, 6.32992], [3.28262, 0.42101, 4.59382], [2.89395, 0.93299, 3.32921], [1.95630, 2.16736, 3.33469], [1.92882, 1.10110, 6.86995], [2.51060, 0.10686, 2.73034], [3.85079, 1.18046, 2.86952], [1.88814, 2.62063, 2.34575], [2.27670, 2.97767, 3.98955], [0.95160, 1.89657, 3.65927], [1.40864, 1.88200, 6.31523], [2.84465, 1.38963, 7.38582], [1.31799, 0.62665, 7.63799], [-1.67675, -7.82578, -5.20251], [-1.17782, -6.47528, -5.07264], [0.22512, -6.19454, -5.47312], [-2.16371, -5.41696, -5.84070], [-2.32789, -5.64651, -7.17535], [-3.39521, -4.72309, -7.75328], [-1.42791, -5.84519, -3.32094], [-2.76395, -6.63880, -7.29075], [-1.38736, -5.59077, -7.72344], [-3.23364, -3.65147, -7.63658], [-4.41595, -5.00439, -7.49429], [-3.47164, -4.93706, -8.81933], [-2.47515, -6.03748, -3.08768], [-1.23709, -4.77488, -3.24269], [-0.79825, -6.42256, -2.64398], [-3.24926, -1.08017, -1.24188], [-1.87057, -1.44514, -0.82610], [-1.19881, -2.49709, -1.56127], [-0.91368, -0.02572, -0.87833], [0.53130, -0.21260, -0.93380], [1.14927, 0.90824, -0.06083], [-1.86405, -1.85744, 1.03847], [0.81569, -0.07551, -1.97707], [0.85708, -1.22551, -0.69718], [0.74602, 0.82388, 0.94831], [1.02233, 1.93563, -0.40210], [2.22112, 0.73261, 0.03084], [-0.82869, -1.70621, 1.34387], [-2.19446, -2.89239, 1.12677], [-2.56316, -1.19756, 1.55219], [-1.61718, 0.11088, -7.21420], [-0.44257, 0.76229, -7.43436], [0.54164, 0.90046, -6.41501], [0.28378, 0.45930, -5.12056], [-0.94480, -0.12361, -4.84422], [-1.76331, -0.26081, -5.95486], [-0.22110, 1.21749, -8.38838], [1.42348, 1.51000, -6.54620], [0.93679, 0.69662, -4.29372], [-1.16969, -0.47916, -3.84953], [-2.74109, -0.56173, -5.60877], [2.66227, 4.18649, -0.12993], [3.54549, 4.39422, 0.90155], [3.21284, 5.22427, 1.92564], [1.94997, 5.83559, 1.98379], [1.05295, 5.61822, 0.93198], [1.40826, 4.73255, -0.09134], [4.54561, 3.98661, 0.89716], [3.88597, 5.41252, 2.74897], [1.64316, 6.57478, 2.70895], [0.08907, 6.10271, 0.88097], [0.78384, 4.57923, -0.95909], [3.95620, 1.80899, -5.68915], [4.17684, 0.69953, -4.93577], [3.76856, 0.74182, -3.57031], [3.18162, 1.80818, -2.98226], [3.01074, 2.93171, -3.78128], [3.32763, 2.88317, -5.17125], [4.65331, -0.14995, -5.40241], [3.91231, -0.17401, -3.01625], [2.87736, 1.74731, -1.94779], [2.56745, 3.80031, -3.31713], [3.02312, 3.67708, -5.83710], [3.06595, -3.84268, 3.53437], [3.52829, -3.85521, 2.07587], [3.46271, -2.55605, 1.19087], [3.85964, -2.68651, -0.08731], [2.33224, -1.85690, 1.13787], [4.79001, -4.23242, 2.29764], [2.94009, -4.92721, 1.48955], [1.71113, -3.34784, 3.70695], [0.68994, -4.12035, 4.44415], [-0.60643, -3.38275, 4.74227], [-1.20700, -3.13472, 3.56249], [-1.52809, -4.00729, 5.55245], [0.44636, -5.24554, 3.74140], [1.24337, -4.54957, 5.55230], [3.76676, -3.29593, 4.16526], [3.05971, -4.84134, 3.97112], [4.18619, -1.87340, 1.63660], [-0.38804, -2.47911, 5.31133]], "spin_multiplicity": 2, "total_charge": -1, "fmax_ev_per_a": 3.9, "gap_ev": [1.87, 6.33], "lumo_ev": [1.4729, 1.4726], "homo_energy_ha": [-0.015, -0.179]}

Q: Number 3 is which compound?
A: C41H75F8N3O22S7